[1]
Formula: C21H41Br10INO2
Source: the Open Molecules 2025 dataset
Level of theory: ωB97M-V/def2-TZVPD

Geometry as XYZ:
```
76
Properties=species:S:1:pos:R:3
C 0.704 -2.039 3.687
O -0.605 -1.532 3.193
C -0.525 -0.106 2.843
C -1.413 0.321 1.513
I -2.276 2.315 2.034
C -2.697 -0.638 1.211
C -2.530 -1.721 0.003
C -2.221 -3.248 0.613
C -4.055 -1.870 -0.673
N -1.629 -1.328 -1.134
O -1.499 -2.282 -2.073
C -0.317 -0.722 -0.712
C 0.408 -0.196 -2.127
C 0.771 -1.822 -0.088
C -0.421 0.606 0.242
H 0.933 -1.748 4.798
H 0.663 -3.220 3.552
H 1.517 -1.663 2.915
H -1.022 0.483 3.754
H 0.581 0.305 2.780
H -3.630 0.054 0.980
H -3.008 -1.257 2.183
H -1.299 -3.759 0.070
H -3.139 -3.954 0.426
H -2.028 -3.187 1.765
H -4.270 -0.847 -1.220
H -4.864 -1.990 0.181
H -4.107 -2.712 -1.485
H 1.308 0.523 -1.819
H -0.379 0.433 -2.728
H 0.792 -1.103 -2.768
H 1.867 -1.378 -0.012
H 0.412 -2.305 0.917
H 0.860 -2.723 -0.866
H -0.953 1.450 -0.414
H 0.642 1.024 0.571
Br 3.485 0.226 2.423
C 2.952 1.461 3.835
C 4.140 2.227 4.369
Br 5.217 1.118 5.559
H 2.437 0.871 4.598
H 2.237 2.141 3.362
H 3.811 3.068 4.985
H 4.807 2.595 3.586
Br 3.213 2.291 -3.166
C 1.593 2.446 -4.242
C 1.876 3.128 -5.560
Br 2.071 5.056 -5.331
H 0.853 2.971 -3.632
H 1.260 1.417 -4.404
H 1.032 3.008 -6.245
H 2.787 2.771 -6.047
Br 1.062 -1.145 -5.859
C -0.474 -2.103 -5.133
C -1.304 -2.720 -6.235
Br -2.395 -1.376 -7.134
H -1.031 -1.393 -4.516
H -0.047 -2.879 -4.492
H -2.019 -3.437 -5.823
H -0.706 -3.213 -7.006
Br 8.013 0.562 1.508
C 6.393 0.717 0.432
C 6.676 1.399 -0.887
Br 6.871 3.326 -0.657
H 5.653 1.242 1.042
H 6.060 -0.312 0.270
H 5.832 1.278 -1.572
H 7.587 1.042 -1.374
Br -6.715 0.269 2.237
C -7.248 1.505 3.649
C -6.060 2.270 4.184
Br -4.983 1.161 5.374
H -7.763 0.915 4.412
H -7.963 2.184 3.177
H -6.389 3.112 4.800
H -5.393 2.638 3.400
```

As for the total charge: 0. As for the spin multiplicity: 2. The HOMO-LUMO gap (alpha / beta) comes out at 9.154 / 8.914 eV. The calculated total energy comes out at -27067.5799 a.u.

***

[2]
Formula: C21H41IO8
Source: the Open Molecules 2025 dataset
Level of theory: ωB97M-V/def2-TZVPD

Geometry as XYZ:
```
71
Properties=species:S:1:pos:R:3
O 3.806 -6.515 -0.403
C 3.040 -5.639 -0.631
O 3.385 -4.324 -0.793
O 1.741 -5.867 -0.919
I 0.418 -4.623 -0.076
H 3.797 -3.987 0.014
C -3.643 -1.460 -2.989
C -2.714 -2.314 -3.853
C -1.440 -2.331 -3.018
O -1.862 -2.255 -1.655
C -3.248 -1.912 -1.589
H -4.700 -1.603 -3.200
H -3.417 -0.400 -3.125
H -3.116 -3.324 -3.955
H -2.551 -1.910 -4.852
H -0.806 -1.467 -3.244
H -0.847 -3.237 -3.148
H -3.819 -2.795 -1.284
H -3.380 -1.137 -0.832
C -0.975 0.013 1.922
C -0.167 -0.123 3.212
C 0.247 -1.588 3.164
O 0.379 -1.919 1.782
C -0.185 -0.873 0.970
H -1.049 1.040 1.565
H -1.986 -0.377 2.064
H 0.714 0.519 3.167
H -0.730 0.123 4.112
H -0.516 -2.231 3.617
H 1.199 -1.779 3.662
H 0.631 -0.313 0.512
H -0.794 -1.324 0.188
C 4.279 2.155 -0.078
C 4.547 2.119 1.426
C 3.155 1.855 1.980
O 2.475 1.072 0.993
C 3.221 1.068 -0.225
H 5.162 1.964 -0.687
H 3.869 3.125 -0.365
H 5.215 1.292 1.675
H 4.984 3.038 1.817
H 2.604 2.791 2.129
H 3.173 1.310 2.922
H 3.681 0.083 -0.360
H 2.536 1.244 -1.056
C -8.054 0.578 -5.843
C -7.129 -0.301 -6.682
C -5.872 -0.329 -5.821
O -6.316 -0.233 -4.467
C -7.696 0.134 -4.430
H -9.111 0.443 -6.069
H -7.806 1.632 -5.984
H -7.546 -1.305 -6.779
H -6.942 0.089 -7.682
H -5.219 0.521 -6.045
H -5.293 -1.247 -5.934
H -8.290 -0.736 -4.128
H -7.829 0.918 -3.685
C 4.787 4.035 6.292
C 6.137 3.663 5.681
C 5.883 2.229 5.232
O 4.498 2.162 4.887
C 3.822 3.333 5.346
H 4.613 5.109 6.346
H 4.701 3.623 7.299
H 6.350 4.300 4.820
H 6.970 3.741 6.378
H 6.086 1.518 6.039
H 6.473 1.940 4.361
H 3.580 3.968 4.486
H 2.889 3.032 5.825
```

As for the total charge: 0. As for the spin multiplicity: 1. The HOMO-LUMO gap comes out at 8.659 eV. The calculated total energy comes out at -1724.2672 a.u.

***

[3]
Formula: C21H41MoN2O2P3S
Source: the Open Molecules 2025 dataset
Level of theory: ωB97M-V/def2-TZVPD

Geometry as XYZ:
```
71
Properties=species:S:1:pos:R:3
P -0.390 1.933 -2.093
C -0.298 3.546 -1.284
H -0.639 4.286 -2.024
H 0.737 3.749 -0.998
H -0.938 3.572 -0.401
C 0.842 2.194 -3.410
H 0.709 1.506 -4.249
H 1.843 2.057 -2.985
H 0.736 3.227 -3.760
C -2.032 2.051 -2.871
H -2.040 2.940 -3.510
H -2.787 2.154 -2.084
H -2.277 1.167 -3.470
P -2.436 -1.804 0.325
C -3.140 -1.139 1.846
H -3.956 -1.811 2.140
H -3.535 -0.135 1.685
H -2.388 -1.108 2.635
C -3.901 -1.830 -0.742
H -3.756 -2.451 -1.629
H -4.129 -0.809 -1.062
H -4.732 -2.217 -0.148
C -2.074 -3.508 0.833
H -3.025 -3.987 1.080
H -1.428 -3.483 1.716
H -1.572 -4.078 0.046
P 2.548 -1.528 0.236
C 3.304 -1.179 1.832
H 4.244 -1.745 1.844
H 2.645 -1.519 2.639
H 3.498 -0.105 1.923
C 2.777 -3.330 0.156
H 3.759 -3.543 0.593
H 2.743 -3.722 -0.863
H 2.005 -3.833 0.749
C 3.730 -0.776 -0.927
H 4.686 -1.300 -0.792
H 3.846 0.285 -0.680
H 3.410 -0.857 -1.972
Mo -0.271 -1.127 -1.390
C -1.129 0.539 -0.237
O -1.559 1.163 0.677
C 0.303 -1.323 0.748
O 0.061 -1.172 1.915
C 0.217 -3.135 -2.063
C 1.198 -2.248 -2.529
C 0.836 -1.108 -3.258
C -0.520 -0.850 -3.505
C -1.509 -1.739 -3.058
C -1.134 -2.868 -2.311
H 0.496 -4.014 -1.496
H 2.242 -2.461 -2.364
H 1.597 -0.418 -3.589
H -0.809 0.012 -4.092
H -2.552 -1.530 -3.250
H -1.899 -3.555 -1.957
S 1.711 1.580 0.649
C 1.110 2.213 2.125
N 1.021 1.513 3.279
C 0.806 2.157 4.568
C -0.283 3.185 4.420
C 0.051 4.172 3.314
N 0.697 3.502 2.179
H 1.419 0.581 3.246
H 1.740 2.619 4.898
H 0.514 1.384 5.284
H -0.425 3.736 5.359
H -1.229 2.699 4.182
H 0.742 4.947 3.679
H -0.860 4.675 2.945
H 0.833 4.002 1.307
```

As for the total charge: +4. As for the spin multiplicity: 3. The HOMO-LUMO gap (alpha / beta) comes out at 6.153 / 5.456 eV. The calculated total energy comes out at -2573.6253 a.u.